Record 1
ORCA calculation (the ωB97M-V functional and the def2-TZVPD basis) on a molecular structure, C24H36F18MnO18P3.

Output
Spin multiplicity: 6
Charge: -1
HOMO level (spin up / spin down) in Ha: -0.323 / -0.323
ΔE to the lowest compared entry with this formula, charge and spin in kcal per mole: 17.5
Kohn-Sham gap (spin up / spin down) in Ha: 0.117 / 0.126

CARTESIAN COORDINATES (ANGSTROEM)
Mn -4.813 -0.372 2.063
P -5.074 -5.008 2.496
P -6.671 2.204 -1.705
P -0.357 0.261 1.221
F -5.481 -5.892 3.760
F -5.230 2.461 -2.331
F -3.445 -5.144 2.818
F -1.035 1.711 1.540
F -6.717 -4.903 2.001
F 0.206 -1.200 0.815
F 0.142 0.898 -0.137
F -1.634 0.062 0.270
F 1.012 0.621 2.045
F -4.678 -3.910 1.372
F -7.422 1.712 -3.089
F -7.226 3.701 -2.008
F -6.466 0.643 -1.328
F -1.357 -0.275 2.432
F -4.864 -6.285 1.445
F -8.101 2.065 -0.872
F -5.025 -3.708 3.364
F -5.935 2.586 -0.270
O 1.736 -7.956 -4.196
O 5.813 5.425 -2.052
O 7.587 -4.566 0.957
O 7.733 4.285 -1.643
O 6.580 5.011 0.201
O -2.634 -1.108 -9.835
O -0.966 7.386 -4.833
O -2.162 -0.726 -7.651
O -5.859 2.512 8.528
O -5.136 2.380 6.364
O 0.498 8.499 -3.602
O 6.016 -5.402 2.296
O -4.793 4.179 7.650
O -1.027 -2.112 -8.830
O -0.061 9.368 -5.764
O 8.023 -6.505 1.904
O 0.895 -8.880 -2.334
O 0.089 -7.075 -3.010
C -1.232 6.987 -3.561
C 0.039 -8.520 -1.240
C -0.540 -7.295 -1.811
C -2.014 -1.242 -8.798
C 7.610 4.144 0.634
C -5.150 2.999 7.469
C 8.533 3.872 -0.520
C 1.036 -7.970 -3.266
C 7.112 2.864 1.308
C -1.067 -0.972 -6.801
C -0.138 7.736 -1.306
C 0.704 -8.560 0.079
C -6.130 3.521 9.417
C -4.970 4.581 8.995
C 6.603 4.923 -1.276
C 5.641 -4.045 1.907
C -6.092 2.825 10.777
C 7.283 -5.539 1.714
C 6.660 -3.502 0.997
C -0.145 8.534 -4.834
C 0.017 7.374 -2.798
C -1.616 -1.695 -5.579
C -0.220 -1.968 -7.707
C 6.284 -2.957 -0.438
H 1.693 -8.115 0.187
H 5.782 -1.991 -0.383
H -0.258 -6.520 -1.098
H -6.566 3.588 11.395
H 4.625 -4.108 1.516
H 0.752 -1.598 -8.031
H 9.430 4.484 -0.609
H -7.153 3.850 9.237
H -1.629 -7.339 -1.835
H -2.063 -2.657 -5.832
H 0.554 8.556 -1.118
H 8.288 4.545 1.388
H 6.314 2.289 0.836
H 0.813 -9.617 0.324
H 7.006 -2.606 1.513
H 5.625 -3.743 -0.807
H -1.054 8.291 -1.102
H 0.045 6.851 -0.696
H -5.367 5.596 8.985
H 0.048 -8.119 0.830
H -0.602 0.003 -6.652
H 7.137 -2.891 -1.115
H 0.696 6.552 -3.026
H -2.342 -1.115 -5.009
H -0.157 -3.008 -7.386
H -6.672 1.914 10.927
H 8.767 2.824 -0.709
H -0.771 -1.903 -4.923
H -1.313 5.914 -3.389
H -4.112 4.632 9.665
H -5.234 2.603 11.410
H -2.183 7.469 -3.338
H 7.935 2.163 1.442
H 5.520 -3.509 2.848
H 6.770 3.001 2.334
H -0.694 -9.326 -1.195

Record 2
ORCA calculation (the ωB97M-V functional and the def2-TZVPD basis) on a molecular structure, C36H53HgN4OP2.

Output
Charge: +1
HOMO level in Ha: -0.317
ΔE to the lowest compared entry with this formula, charge and spin in kcal per mole: 0.0
Kohn-Sham gap in Ha: 0.191

CARTESIAN COORDINATES (ANGSTROEM)
Hg 0.182 0.091 0.017
P -2.546 0.371 0.018
P 2.400 -1.098 -0.846
O 0.968 2.175 2.509
N 0.347 -1.766 2.191
N 0.216 2.191 -1.899
N -0.615 -1.579 -1.610
N -0.900 -3.563 1.426
C 3.759 0.389 -1.058
C 0.324 2.759 -2.909
C -2.978 2.899 -1.023
C -4.961 1.369 -1.318
C -3.506 0.479 1.665
C 1.226 -1.729 4.443
C 4.209 -3.114 -1.482
C 1.091 1.551 -4.865
C 0.730 3.961 -5.080
C -0.122 -3.582 3.733
C -3.428 1.457 -1.291
C -2.818 -0.504 2.629
C 3.376 1.768 -0.494
C -2.932 1.021 -2.694
C -3.344 1.914 2.204
C 3.966 0.502 -2.577
C -4.998 0.111 1.598
C 1.096 -1.200 3.159
C 0.300 -2.089 -2.490
C -1.471 -3.296 -3.625
C -1.886 -1.946 -1.639
C 1.307 1.424 -6.228
C 3.828 -2.714 1.022
C -0.229 -2.959 2.462
C 1.701 -1.912 -2.304
C -2.900 -1.320 -0.649
C 0.964 3.829 -6.472
C 2.070 -3.834 -0.281
C 1.203 2.559 -7.034
C 0.029 1.647 2.130
C 0.683 2.790 -4.327
C 3.193 -2.783 -0.366
C 5.037 0.020 -0.300
C 0.600 -2.943 4.737
C -2.336 -2.890 -2.583
C -0.168 -2.835 -3.592
H -3.079 -2.022 0.191
H 4.149 -4.189 -1.712
H 5.243 -2.907 -1.184
H -3.902 2.638 1.595
H -3.347 3.276 -0.067
H -3.381 3.544 -1.815
H -1.886 2.974 -1.044
H -5.613 0.858 1.086
H -3.490 0.144 -3.067
H 4.431 -0.412 -2.980
H 4.254 2.430 -0.583
H 0.616 4.931 -4.606
H 1.706 -4.178 -1.256
H 1.615 -0.272 2.889
H -5.173 -0.870 1.139
H 2.255 -2.044 -3.285
H -3.773 1.946 3.216
H -1.142 -3.035 0.592
H 5.492 -0.915 -0.630
H -3.004 -1.548 2.343
H -1.361 -4.463 1.565
H -1.852 -4.058 -4.327
H 4.631 -1.982 1.117
H -2.281 2.200 2.257
H 1.527 0.426 -6.626
H -5.315 1.871 -2.233
H 3.071 -2.503 1.789
H 1.297 2.439 -8.123
H 1.818 -1.189 5.180
H 1.220 -3.421 0.271
H -3.839 -1.207 -1.216
H 2.554 2.244 -1.034
H 1.227 0.680 -4.234
H -5.330 0.337 -1.370
H 4.853 -0.030 0.781
H 4.644 1.339 -2.832
H 0.608 -3.191 -4.296
H 0.689 -3.379 5.730
H -1.736 -0.337 2.682
H -3.383 -3.171 -2.530
H -5.439 1.889 -0.481
H -1.859 0.804 -2.699
H 4.264 -3.704 1.222
H -3.241 -0.365 3.636
H 5.783 0.814 -0.443
H 4.028 -2.586 -2.426
H 3.124 1.739 0.573
H 3.017 0.678 -3.105
H -3.094 1.859 -3.392
H -0.617 -4.542 3.867
H -5.371 0.065 2.632
H 2.423 -4.702 0.319
H 0.914 4.689 -7.157

Record 3
ORCA calculation (the ωB97M-V functional and the def2-TZVPD basis) on C4H5N3O in the gas phase.

Output
Charge: 0
HOMO level in Ha: -0.325
ΔE to the lowest compared entry with this formula, charge and spin in kcal per mole: 157.3
SMILES: C1=NC2=NOC[C@H]2N1
Kohn-Sham gap in Ha: 0.324

CARTESIAN COORDINATES (ANGSTROEM)
O 1.525 -0.994 -1.287
N 1.087 0.334 -1.741
N -0.630 1.667 -0.761
N -1.075 0.229 1.048
C -0.111 -0.365 0.094
C 1.339 -0.888 0.357
C -1.254 1.372 0.392
C 0.238 0.552 -0.875
H -2.005 -0.479 1.408
H -0.618 -1.354 -0.463
H 2.291 -0.163 0.524
H -1.975 2.139 0.616
H 1.187 -2.050 0.688

Record 4
ORCA calculation (the ωB97M-V functional and the def2-TZVPD basis) on a molecular structure, C24H22N3ScSe2.

Output
Charge: +2
HOMO level in Ha: -0.476
Kohn-Sham gap in Ha: 0.221

CARTESIAN COORDINATES (ANGSTROEM)
Se 2.923 -2.564 1.636
Se 1.678 -0.664 2.151
Sc -0.185 -1.462 -0.012
N -1.592 -2.785 -1.311
N -0.602 -2.301 2.026
N 1.754 -2.292 -0.964
C 2.990 -2.444 -3.016
C -0.423 2.749 1.130
C -0.752 1.315 1.008
C 1.817 -2.314 -2.311
C -0.085 4.608 2.659
C -0.439 3.289 2.421
C -0.938 0.524 -0.083
C -1.887 -3.127 3.851
C -0.012 3.572 0.073
C 0.351 4.887 0.312
C -1.149 -2.353 4.732
C -2.463 2.180 -3.119
C 4.132 -2.538 -0.918
C 4.174 -2.549 -2.308
C -1.594 -3.066 2.506
C -2.240 1.815 -1.800
C 0.311 5.412 1.601
C 0.139 -1.596 2.893
C -1.166 0.992 -1.468
C -1.627 1.725 -4.137
C -0.565 0.895 -3.829
C -0.105 -1.570 4.245
C 2.911 -2.411 -0.286
C -0.345 0.535 -2.502
H -2.689 -3.767 4.197
H 0.593 6.445 1.779
H -0.753 2.662 3.254
H 5.035 -2.622 -0.327
H -1.369 -2.367 5.793
H 0.539 -0.046 -2.262
H -3.297 2.830 -3.360
H -0.785 0.843 1.986
H 0.878 -2.239 -2.841
H 2.971 -2.458 -4.097
H 0.103 0.552 -4.613
H -2.166 -3.635 1.788
H 0.036 3.192 -0.938
H -2.557 -2.587 -1.054
H -0.115 5.006 3.668
H -1.481 -3.789 -1.227
H -2.901 2.163 -1.013
H -1.803 2.025 -5.164
H 5.123 -2.630 -2.826
H 0.513 -0.970 4.898
H 0.667 5.511 -0.517
H -1.554 -2.582 -2.305

Record 5
ORCA calculation (the ωB97M-V functional and the def2-TZVPD basis) on 2 unconnected molecules or ions with the total composition C5H10FN2.

Output
Charge: +1
HOMO level in Ha: -0.517
ΔE to the lowest compared entry with this formula, charge and spin in kcal per mole: 144.3
Kohn-Sham gap in Ha: 0.318

CARTESIAN COORDINATES (ANGSTROEM)
F -0.983 2.013 2.637
N 1.146 1.296 1.567
N 0.136 1.800 0.515
C -0.069 1.867 1.740
C 0.967 -0.796 -1.441
C -0.219 -0.595 -0.650
C -1.372 0.077 -1.199
C -0.232 -1.159 0.750
H -1.274 0.871 -1.978
H -1.102 -1.346 1.290
H -1.874 -0.790 -1.834
H 0.311 -2.146 0.714
H 0.771 -0.711 -2.572
H 1.374 -1.857 -1.430
H -1.988 0.449 -0.352
H 0.696 -0.626 1.210
H 1.824 -0.170 -0.976
H 1.888 1.823 2.008

Record 6
ORCA calculation (the ωB97M-V functional and the def2-TZVPD basis) on C17H24N2O3 in the gas phase.

Output
Charge: 0
HOMO level in Ha: -0.315
ΔE to the lowest compared entry with this formula, charge and spin in kcal per mole: 11.5
SMILES: CCCCCCCOc1ccc([C@]2(C)NC(=O)NC2=O)cc1
Kohn-Sham gap in Ha: 0.342

CARTESIAN COORDINATES (ANGSTROEM)
O 5.128 -1.933 -1.387
O -0.396 1.442 -1.100
O 7.553 1.571 0.233
N 5.585 0.614 0.940
N 6.527 -0.193 -0.869
C 1.716 1.805 -0.190
C 3.331 0.048 0.092
C -6.822 -1.499 0.462
C -5.419 0.596 0.477
C 2.421 -0.845 -0.456
C 2.966 1.384 0.208
C 0.793 0.905 -0.728
C 4.582 -1.526 1.614
C 1.166 -0.430 -0.862
C 5.439 -0.996 -0.703
C -1.428 0.608 -1.588
C 6.657 0.778 0.135
C 4.699 -0.450 0.529
C -4.182 1.336 -0.037
C -5.517 -0.854 0.009
C -2.856 0.778 0.498
C -2.141 -0.164 -0.474
H 3.661 2.109 0.604
H 1.427 2.840 -0.102
H -3.043 0.253 1.436
H -4.182 1.311 -1.128
H 2.701 -1.877 -0.593
H -5.423 0.621 1.570
H -6.875 -2.532 0.126
H 0.496 -1.158 -1.288
H -5.459 -0.886 -1.081
H 5.571 -1.800 1.974
H -1.401 -0.747 0.078
H -6.896 -1.487 1.547
H -2.174 1.601 0.717
H -7.676 -0.961 0.056
H -4.274 2.383 0.262
H -6.308 1.133 0.136
H 4.102 -2.410 1.205
H -1.044 -0.078 -2.352
H -4.680 -1.427 0.410
H 3.989 -1.152 2.446
H -2.848 -0.856 -0.932
H -2.125 1.300 -2.068
H 5.453 1.148 1.781
H 7.205 -0.302 -1.607

Record 7
ORCA calculation (the ωB97M-V functional and the def2-TZVPD basis) on 6 unconnected molecules or ions with the total composition C5H22O6S.

Output
Charge: 0
HOMO level in Ha: -0.322
ΔE to the lowest compared entry with this formula, charge and spin in kcal per mole: 0.0
SMILES: CSCCCCO.O.O.O.O.O
Kohn-Sham gap in Ha: 0.336

CARTESIAN COORDINATES (ANGSTROEM)
S -2.868 0.903 -1.083
O 0.019 -3.459 0.057
O 3.345 -0.637 2.012
O 1.102 1.758 2.238
O 3.041 2.005 0.159
O 0.782 -0.613 0.970
O 0.130 4.411 -0.134
C -2.339 -1.842 -0.413
C -2.331 -0.422 0.109
C 0.184 -2.572 -1.035
C -1.213 1.739 -1.273
C -1.211 -2.028 -1.507
H 0.301 2.285 2.254
H 2.454 2.100 0.942
H -3.259 -2.117 -0.949
H -1.046 -1.037 -1.934
H -1.353 -0.241 0.613
H 3.178 2.926 -0.085
H -0.243 3.549 0.097
H -1.326 2.695 -1.777
H -2.192 -2.635 0.339
H -3.106 -0.320 0.868
H -0.683 -4.078 -0.165
H -0.726 1.146 -2.050
H -1.393 -2.742 -2.325
H 3.584 -0.496 1.088
H 0.805 0.864 1.916
H 0.588 -3.108 -1.905
H 0.369 -1.389 1.394
H 0.957 -1.859 -0.735
H 3.109 0.247 2.309
H 0.243 4.156 -1.062
H 1.633 -0.771 1.499
H -0.534 1.584 -0.431

Record 8
ORCA calculation (the ωB97M-V functional and the def2-TZVPD basis) on 5 unconnected molecules or ions with the total composition C20H30O15.

Output
Charge: 0
HOMO level in Ha: -0.391
ΔE to the lowest compared entry with this formula, charge and spin in kcal per mole: 97.5
SMILES: C[C@H]1COC(=O)O1.C[C@H]1COC(=O)O1.C[C@H]1COC(=O)O1.C[C@H]1COC(=O)O1.C[C@H]1COC(=O)O1
Kohn-Sham gap in Ha: 0.405

CARTESIAN COORDINATES (ANGSTROEM)
O -1.315 5.977 -0.714
O 5.781 13.877 1.360
O 13.356 -8.868 4.792
O 14.098 -8.535 2.736
O 9.047 1.036 -2.105
O 12.761 -7.001 3.565
O -0.857 4.191 -1.913
O 8.878 1.528 0.013
O 4.974 7.999 -6.822
O 6.773 9.036 -6.159
O 5.570 8.147 -4.564
O 6.581 12.643 3.099
O 10.023 -0.394 -0.540
O 0.941 5.205 -0.843
O 7.306 12.077 1.099
C -0.276 5.198 -1.150
C 13.883 -7.685 1.675
C 13.421 -8.225 3.779
C 9.252 3.799 -0.649
C 5.717 8.404 -5.750
C 13.137 -6.451 2.286
C 8.370 2.569 -0.747
C 9.372 0.651 -0.878
C 7.775 11.016 1.936
C 6.489 12.902 1.779
C 8.158 2.047 -2.116
C -2.196 4.286 -2.027
C 5.565 8.331 -8.009
C 14.054 -5.226 2.531
C 6.859 9.042 -7.574
C -3.454 6.566 -1.328
C 4.533 9.247 -8.633
C -2.542 5.428 -0.934
C 9.291 11.027 1.723
C 7.318 11.504 3.312
H 9.493 10.388 0.863
H -2.804 3.392 -1.892
H 7.697 8.536 -8.052
H 9.628 4.046 0.344
H 10.104 3.716 -1.324
H -3.323 7.334 -0.565
H 6.774 10.731 3.856
H 7.316 2.685 -0.493
H 14.085 -4.562 1.667
H 4.451 9.232 -9.720
H 6.927 10.074 -7.919
H 5.752 7.436 -8.601
H 9.922 10.516 2.451
H 8.146 11.746 3.979
H -3.060 6.840 -2.307
H -4.485 6.215 -1.294
H 4.803 10.281 -8.417
H -2.847 4.917 -0.020
H -2.361 4.642 -3.044
H 12.279 -6.229 1.651
H 8.801 4.724 -1.008
H 15.079 -5.504 2.779
H 9.691 12.032 1.591
H 7.328 10.041 1.742
H 7.141 1.679 -2.254
H 14.818 -7.375 1.209
H 13.334 -8.049 0.806
H 3.532 9.192 -8.205
H 13.682 -4.714 3.419
H 8.477 2.754 -2.881

Max |F| across the listed records, respectively: 8.669; 2.776; 7.213; 0.677; 4.895; 0.546; 2.760; 6.230 eV/Å.